Here is C31H33BrEuF4N2O4P2 as an isolated structure at a distorted geometry from the OMol25 dataset. Energies are from wB97M-V/def2-TZVPD.

Last column: Löwdin charge in e.
Positions of all 78 atoms, in Å:
Eu1 -0.482 0.022 -0.212  1.417
F1 0.197 3.840 6.209  0.133
C1 0.495 3.018 5.193  -0.128
C2 1.712 2.371 5.157  -0.126
F2 2.604 2.568 6.138  0.127
C3 2.021 1.521 4.099  -0.190
F3 3.237 0.955 4.108  0.100
C4 1.115 1.278 3.039  -0.277
P1 1.572 0.098 1.683  1.013
C5 3.155 0.745 1.073  -0.365
C6 3.338 2.133 0.920  -0.085
C7 4.521 2.660 0.394  -0.075
C8 5.542 1.807 -0.008  -0.084
C9 5.370 0.430 0.097  -0.075
C10 4.181 -0.095 0.616  -0.117
C11 1.852 -1.424 2.633  -0.359
C12 0.756 -2.296 2.775  -0.120
C13 0.860 -3.483 3.507  -0.071
C14 2.065 -3.822 4.111  -0.086
C15 3.162 -2.975 3.984  -0.079
C16 3.054 -1.786 3.253  -0.104
C17 -0.120 1.975 3.086  -0.497
Br1 -1.471 1.887 1.729  0.971
C18 -0.413 2.829 4.164  -0.248
F4 -1.582 3.488 4.213  0.075
H1 2.550 2.834 1.188  0.107
H2 4.636 3.736 0.289  0.107
H3 6.462 2.214 -0.420  0.105
H4 6.157 -0.241 -0.237  0.109
H5 4.070 -1.176 0.646  0.090
H6 -0.202 -2.060 2.315  -0.032
H7 -0.002 -4.138 3.604  0.108
H8 2.150 -4.743 4.682  0.104
H9 4.105 -3.232 4.460  0.103
H10 3.930 -1.144 3.197  0.095
O1 -1.180 -1.445 -1.679  -0.441
N1 -2.339 -1.200 -2.047  -0.109
N2 -3.206 -0.799 -1.074  -0.178
O2 -2.730 0.120 -0.114  -0.485
C19 -4.625 -0.979 -1.217  -0.179
C20 -5.549 -0.368 -0.348  -0.037
C21 -6.929 -0.552 -0.488  -0.105
C22 -7.424 -1.364 -1.504  -0.133
C23 -6.538 -1.992 -2.375  -0.108
C24 -5.158 -1.801 -2.230  -0.045
H11 -5.181 0.269 0.454  0.095
H12 -7.606 -0.057 0.201  0.095
H13 -8.493 -1.509 -1.614  0.089
H14 -6.910 -2.632 -3.168  0.094
H15 -4.487 -2.309 -2.918  0.090
C25 3.227 -1.780 -2.117  -0.172
P2 1.560 -1.232 -2.424  0.563
C26 0.514 -2.609 -2.001  -0.209
C27 1.429 -1.050 -4.190  -0.160
O3 1.209 0.022 -1.677  -0.492
H16 3.447 -2.694 -2.676  0.066
H17 3.373 -1.986 -1.053  0.036
H18 3.945 -1.012 -2.420  0.060
H19 0.799 -3.503 -2.563  0.065
H20 -0.531 -2.381 -2.229  -0.044
H21 0.591 -2.837 -0.934  0.064
H22 1.692 -1.981 -4.699  0.066
H23 2.102 -0.264 -4.546  0.063
H24 0.407 -0.782 -4.473  0.051
C28 -2.456 3.382 -2.590  -0.155
C29 -1.912 2.558 -3.729  -0.155
C30 -1.669 1.223 -3.059  -0.182
O4 -1.336 1.502 -1.691  -0.346
C31 -1.638 2.878 -1.422  -0.220
H25 -3.516 3.146 -2.435  0.129
H26 -2.364 4.461 -2.743  0.121
H27 -0.962 2.983 -4.073  0.119
H28 -2.587 2.489 -4.586  0.124
H29 -0.859 0.658 -3.528  0.100
H30 -2.574 0.607 -3.063  0.116
H31 -0.688 3.418 -1.341  0.127
H32 -2.169 2.960 -0.469  0.046
H33 -1.279 -1.357 1.168  -0.072

Computed properties:
E_HOMO (spin up / spin down): -4.907 / -6.144 eV
total charge: 0
HOMO-LUMO gap (spin up / spin down): 4.77 / 6.01 eV
⟨S²⟩: 15.772
multiplicity: 8

---

Here is C15H21CsN4O9P as an isolated structure at a distorted geometry from the OMol25 dataset. Energies are from wB97M-V/def2-TZVPD.

Last column: Löwdin charge in e.
Positions of all 51 atoms, in Å:
Cs1 -0.247 0.355 0.114  1.788
O1 -3.554 1.210 3.241  0.075
C1 -2.777 1.116 2.140  -0.545
O2 -1.682 0.534 2.195  -0.316
C2 -3.332 1.703 0.953  -0.241
C3 -4.628 2.255 0.900  -0.019
C4 -5.099 2.714 -0.307  -0.081
C5 -4.287 2.621 -1.442  -0.030
C6 -3.003 2.104 -1.283  -0.229
N1 -2.536 1.659 -0.131  -0.058
C7 -2.052 1.970 -2.433  -0.513
O3 -2.404 1.744 -3.567  0.098
O4 -0.794 2.107 -2.056  -0.053
H1 -3.100 0.777 3.976  0.111
H2 -5.226 2.299 1.795  0.104
H3 -6.092 3.135 -0.387  0.099
H4 -4.620 2.944 -2.413  0.103
O5 4.186 -1.188 1.170  0.024
N2 3.125 -0.942 1.973  -0.102
C8 2.372 -1.981 2.426  0.022
C9 1.328 -1.759 3.275  -0.016
C10 1.031 -0.455 3.684  -0.009
C11 1.807 0.595 3.177  -0.026
C12 2.838 0.336 2.318  0.004
H5 2.674 -2.963 2.103  0.149
H6 0.737 -2.592 3.625  0.120
H7 0.224 -0.261 4.369  0.124
H8 1.600 1.615 3.463  0.130
H9 3.489 1.085 1.898  0.154
O6 -1.067 -2.125 -0.248  -0.145
C13 -0.015 -2.520 -0.436  -0.097
N3 0.663 0.877 -3.929  -0.039
C14 1.988 0.381 -3.600  -0.282
P1 1.869 -0.563 -1.996  0.366
O7 0.573 -1.340 -2.032  -0.483
O8 2.038 0.308 -0.797  -0.642
C15 3.281 -1.768 -2.141  -0.281
N4 3.288 -2.540 -0.907  -0.034
H10 -0.178 1.806 -2.802  0.065
H11 0.012 0.095 -3.915  0.086
H12 0.632 1.283 -4.859  0.104
H13 2.666 1.224 -3.456  0.093
H14 2.407 -0.273 -4.377  0.088
H15 4.232 -1.243 -2.248  0.097
H16 3.113 -2.389 -3.029  0.094
H17 2.327 -2.811 -0.709  0.035
H18 3.855 -1.672 0.319  0.060
H19 3.855 -3.377 -1.005  0.108
O9 -1.645 -2.263 2.710  -0.075
H20 -1.571 -1.302 2.624  -0.022
H21 -2.301 -2.524 2.057  0.038

Computed properties:
E_HOMO (spin up / spin down): -4.348 / -8.112 eV
total charge: 0
HOMO-LUMO gap (spin up / spin down): 3.18 / 6.95 eV
energy above the lowest of the compared OMol25 structures with the same formula, charge and spin: 112.4 kJ/mol
⟨S²⟩: 0.768
multiplicity: 2

---

Here is a single H3N3O molecule at a distorted geometry from the OMol25 dataset. Energies are from wB97M-V/def2-TZVPD.

Last column: Löwdin charge in e.
Positions of all 7 atoms, in Å:
N1 0.896 0.675 0.935  0.105
N2 -0.755 -0.729 0.026  0.075
N3 0.299 0.177 -0.181  -0.473
O1 0.630 0.410 -1.334  -0.014
H1 1.734 1.072 0.566  0.029
H2 -1.457 -0.630 0.837  0.136
H3 -1.347 -0.975 -0.849  0.142

Computed properties:
E_HOMO: -9.816 eV
total charge: 0
HOMO-LUMO gap: 10.31 eV
energy above the lowest of the compared OMol25 structures with the same formula, charge and spin: 258.1 kJ/mol
SMILES: [H]/N=[N+](/N)[O-]

---

Here is a 10-piece molecular cluster, C50H72ClI2N10OS2 overall at a distorted geometry from the OMol25 dataset. Energies are from wB97M-V/def2-TZVPD.

Last column: Löwdin charge in e.
Positions of all 138 atoms, in Å:
C1 -4.516 0.895 5.121  -0.067
C2 -5.455 -0.207 4.654  -0.227
O1 -5.455 -0.315 3.225  -0.188
C3 -5.231 -1.585 2.694  -0.263
C4 -4.350 -1.545 1.435  -0.667
S1 -4.267 0.106 0.633  0.919
C5 -4.797 -2.513 0.344  -0.186
N1 -4.009 -3.761 0.590  -0.344
Cl1 -4.979 -4.767 1.684  0.797
C6 -2.541 -3.344 1.019  -0.335
C7 -1.977 -3.246 -0.452  -0.098
C8 -0.843 -2.335 -1.008  -0.345
C9 0.083 -1.489 -0.134  -0.040
C10 0.047 -3.168 -1.949  -0.095
C11 -1.994 -4.514 1.869  -0.685
I1 -2.544 -4.525 3.984  0.975
C12 -0.513 -4.892 1.906  -0.820
C13 0.511 -3.848 2.335  -0.135
I2 0.101 -6.077 0.200  0.978
C14 -2.814 -1.892 1.542  -0.580
S2 -2.240 -1.222 3.127  0.802
H1 -5.082 1.794 5.294  0.067
H2 -3.965 0.622 6.006  0.077
H3 -3.827 1.120 4.322  0.055
H4 -6.454 0.074 4.957  0.118
H5 -5.245 -1.157 5.128  0.115
H6 -6.194 -1.984 2.374  0.125
H7 -4.837 -2.282 3.425  0.075
H8 -5.396 0.708 1.017  -0.083
H9 -5.831 -2.780 0.489  0.107
H10 -4.698 -2.144 -0.661  0.115
H11 -3.945 -4.393 -0.204  0.137
H12 -1.741 -4.271 -0.706  0.029
H13 -2.827 -3.014 -1.077  0.112
H14 -1.308 -1.646 -1.696  0.118
H15 0.318 -0.573 -0.657  0.080
H16 -0.252 -1.205 0.841  0.038
H17 1.032 -1.984 -0.006  0.071
H18 -0.485 -3.999 -2.388  0.069
H19 0.376 -2.535 -2.762  0.074
H20 0.934 -3.529 -1.450  0.044
H21 -2.479 -5.401 1.495  0.028
H22 -0.472 -5.659 2.651  0.003
H23 0.988 -4.167 3.248  0.087
H24 1.301 -3.781 1.608  0.052
H25 0.075 -2.886 2.519  0.025
H26 -2.409 -1.210 0.819  0.028
H27 -0.919 -1.153 2.961  -0.127
N2 1.508 1.607 -2.787  0.007
C15 1.364 2.904 -2.372  -0.129
C16 2.543 3.282 -1.786  -0.114
C17 3.435 2.180 -1.859  -0.084
C18 2.775 1.162 -2.485  -0.142
H28 0.790 1.071 -3.241  0.118
H29 0.442 3.439 -2.523  0.107
H30 2.751 4.247 -1.356  0.091
H31 4.445 2.141 -1.491  0.101
H32 3.095 0.163 -2.728  0.101
N3 1.824 -0.834 -5.134  0.012
C19 2.644 -1.848 -5.551  -0.146
C20 2.106 -2.377 -6.692  -0.107
C21 0.913 -1.654 -6.974  -0.112
C22 0.767 -0.707 -5.996  -0.134
H33 1.972 -0.272 -4.319  0.076
H34 3.538 -2.099 -5.007  0.111
H35 2.523 -3.189 -7.264  0.099
H36 0.240 -1.810 -7.800  0.084
H37 0.008 0.042 -5.845  0.097
N4 1.624 4.379 1.289  0.009
C23 0.798 4.093 2.342  -0.156
C24 1.159 4.896 3.391  -0.122
C25 2.244 5.699 2.953  -0.104
C26 2.503 5.361 1.651  -0.137
H38 1.592 3.933 0.390  0.094
H39 0.026 3.347 2.253  0.099
H40 0.701 4.906 4.363  0.092
H41 2.773 6.440 3.527  0.094
H42 3.239 5.731 0.958  0.105
N5 4.390 -0.550 -8.840  0.015
C27 5.099 -0.777 -9.985  -0.140
C28 6.426 -0.845 -9.651  -0.112
C29 6.519 -0.652 -8.245  -0.113
C30 5.244 -0.472 -7.778  -0.153
H43 3.391 -0.452 -8.791  0.114
H44 4.599 -0.869 -10.935  0.103
H45 7.239 -1.014 -10.337  0.088
H46 7.415 -0.646 -7.650  0.087
H47 4.870 -0.297 -6.785  0.092
N6 1.321 -0.723 -12.133  0.006
C31 1.557 0.497 -12.705  -0.135
C32 1.535 1.438 -11.712  -0.104
C33 1.275 0.758 -10.492  -0.121
C34 1.149 -0.575 -10.785  -0.158
H48 1.279 -1.594 -12.628  0.144
H49 1.721 0.590 -13.764  0.108
H50 1.689 2.494 -11.845  0.092
H51 1.192 1.197 -9.511  0.088
H52 0.955 -1.424 -10.153  0.092
N7 1.911 1.691 6.429  0.003
C35 2.706 2.030 7.489  -0.158
C36 3.729 2.803 7.011  -0.105
C37 3.542 2.937 5.606  -0.106
C38 2.412 2.241 5.277  -0.150
H53 1.086 1.125 6.487  0.130
H54 2.477 1.693 8.485  0.107
H55 4.524 3.225 7.601  0.091
H56 4.163 3.483 4.918  0.091
H57 1.923 2.094 4.330  0.092
N8 4.735 -2.000 8.714  0.006
C39 3.960 -2.680 9.614  -0.140
C40 2.658 -2.317 9.400  -0.112
C41 2.653 -1.382 8.329  -0.129
C42 3.950 -1.208 7.926  -0.140
H58 5.733 -2.070 8.646  0.145
H59 4.399 -3.358 10.325  0.106
H60 1.807 -2.678 9.952  0.088
H61 1.794 -0.892 7.904  0.071
H62 4.376 -0.590 7.154  0.108
N9 -4.353 4.467 7.333  0.002
C43 -4.631 4.598 8.666  -0.138
C44 -3.704 3.869 9.361  -0.108
C45 -2.830 3.276 8.409  -0.112
C46 -3.258 3.663 7.167  -0.161
H63 -4.872 4.897 6.591  0.142
H64 -5.456 5.199 9.005  0.107
H65 -3.653 3.776 10.432  0.091
H66 -1.983 2.644 8.614  0.087
H67 -2.877 3.441 6.186  0.100
N10 -4.092 1.003 -4.053  0.010
C47 -3.472 1.160 -2.843  -0.152
C48 -2.308 1.850 -3.061  -0.118
C49 -2.224 2.117 -4.455  -0.114
C50 -3.340 1.582 -5.038  -0.127
H68 -4.968 0.537 -4.199  0.145
H69 -3.896 0.778 -1.929  0.031
H70 -1.599 2.137 -2.301  0.075
H71 -1.440 2.647 -4.969  0.094
H72 -3.664 1.570 -6.063  0.113

Computed properties:
E_HOMO: -9.060 eV
total charge: +1
HOMO-LUMO gap: 4.83 eV